# 1
# C10H5ClO3

C10H5ClO3 in the gas phase (ωB97M-V/def2-TZVPD, OMol25).

Geometry as XYZ:
```
19
C10H5ClO3 ωB97M-V/def2-TZVPD
C -1.17 0.81 1.10
H -0.01 2.41 0.79
C -0.47 -1.25 0.08
O 2.89 -1.08 -0.96
C 1.73 -1.41 -1.14
O -0.08 -2.33 -2.62
C -0.05 1.42 0.56
C 0.71 -0.66 -0.40
C -0.69 -2.63 -0.02
H 2.08 -2.87 -2.66
C 0.92 0.73 -0.13
C 1.25 -2.51 -2.08
C 0.05 -3.22 -1.62
H 1.79 1.09 -0.47
Cl -0.02 -4.96 -1.77
H -2.31 -0.94 1.18
H -1.71 1.52 1.70
C -1.48 -0.50 0.77
O -1.42 -3.40 0.53
```

Its HOMO energy is -9.701 eV. The frontier orbital gap comes out at 8.84 eV. The SMILES is O=C1c2ccccc2C(=O)[C@@]2(Cl)O[C@@H]12. For the total energy, the calculation gives -1069.8842 hartree.

=====

# 2
# C39H49F4N6OPSTaTe

C39H49F4N6OPSTaTe as an isolated structure (ωB97M-V/def2-TZVPD, OMol25).

Geometry as XYZ:
```
103
C39H49F4N6OPSTaTe ωB97M-V/def2-TZVPD
N -1.79 2.43 -0.93
C -2.48 3.06 2.19
Te 0.74 -2.89 1.64
C 3.20 -3.68 2.89
H 4.50 -3.42 6.52
H 0.23 1.26 2.63
H 1.39 2.33 -1.52
H 1.92 -0.83 2.94
C -2.82 3.81 -2.59
N 0.53 3.04 0.30
N -1.55 1.99 1.69
H 2.57 -4.81 1.14
C -3.86 -0.86 1.47
C -2.53 2.80 3.70
H -0.41 3.12 4.02
H 3.14 0.42 -4.62
C -1.73 -2.79 -2.44
C -4.09 -1.57 -1.20
H 2.59 4.91 1.06
C 4.67 -4.43 4.63
H -0.43 -4.17 -3.45
H -0.75 3.08 -2.69
C 4.56 -0.42 -0.34
C 1.57 -1.80 3.28
H -3.26 2.03 3.92
H 4.61 -5.29 2.67
C 2.67 -3.78 1.48
H -0.85 -4.41 -0.55
H -2.09 4.05 1.97
H 2.61 -3.71 -1.44
H -1.02 4.34 -1.48
H -1.27 0.37 3.01
F -1.52 -1.13 1.27
H 0.78 -1.66 4.02
P -0.78 2.11 0.28
N 0.53 -0.32 -2.64
H -1.08 0.65 -5.42
H 0.85 -4.85 -0.28
C 3.13 -2.64 5.07
H -1.06 1.78 4.96
F -4.28 -1.84 -2.49
C 4.14 -3.49 5.50
C 3.38 -0.84 0.19
C -0.48 -0.02 -3.49
C 2.31 -0.85 -0.76
H -2.26 -2.30 -3.26
H 1.29 0.92 -6.20
N 0.55 -3.35 -1.76
H -2.35 -3.64 -2.15
C 2.76 -0.39 -1.97
C 4.20 -4.53 3.33
H 5.45 -5.10 4.98
H -3.62 1.88 0.03
C 2.06 4.34 -0.96
F -3.68 -0.50 2.73
H -3.47 2.97 1.73
F -6.39 -1.33 -1.02
C -3.26 2.17 -0.95
C 1.78 5.07 0.36
C -0.36 -3.22 -2.92
H -3.83 4.24 -0.72
H 3.10 4.43 -1.27
H -6.01 -0.70 1.48
C 1.68 2.90 -0.64
H 3.30 -1.12 1.23
C -5.21 -1.28 -0.43
H 3.26 -3.22 0.76
C 1.81 -0.14 -3.03
H -1.48 -0.15 -3.11
N -1.59 -1.90 -1.28
H -3.00 3.17 -3.46
C 0.11 -4.56 -1.03
H -4.84 3.36 -1.87
O -0.12 0.65 0.02
C -3.82 3.47 -1.50
H 0.03 -5.40 -1.73
H 2.24 -2.78 -2.89
H 2.70 -1.92 5.75
H -2.80 3.70 4.25
S 4.42 -0.01 -1.99
H 1.65 6.15 0.23
H 5.52 -0.33 0.15
H 1.43 4.74 -1.76
C -0.25 0.43 -4.77
H -0.40 4.96 0.56
C -1.12 2.29 4.01
H -2.86 4.84 -2.93
C 0.50 4.42 0.88
H 0.07 -2.50 -3.61
C 1.07 0.58 -5.19
C 2.10 0.30 -4.32
C 2.66 -2.73 3.76
H 2.49 2.38 -0.14
Ta 0.16 -1.12 -0.57
C -2.77 -1.17 0.70
H 1.92 -4.52 -2.86
C -0.84 1.36 2.84
C -2.81 -1.55 -0.64
C -1.46 3.47 -1.96
C -5.12 -0.92 0.90
H -3.46 1.35 -1.64
C 1.92 -3.60 -2.27
H 0.48 4.36 1.97
```

Its HOMO energy is -15.815 eV. The frontier orbital gap comes out at 6.73 eV. The charge is +3. For the total energy, the calculation gives -3382.5970 hartree. The value obtained for the energy relative to the best compared isomer or geometry (same formula, charge and spin) is 13.46 kcal per mole.

=====

# 3
# C3H3NO2

A 2-piece molecular cluster, C3H3NO2 overall (ωB97M-V/def2-TZVPD, OMol25).

Geometry as XYZ:
```
9
C3H3NO2 ωB97M-V/def2-TZVPD
N 0.25 -0.25 -0.02
H -1.71 0.02 -0.63
H -1.31 0.33 1.02
C 1.20 -0.96 -0.01
H -1.58 -1.35 0.34
O 2.27 -1.41 -0.06
O 0.68 2.41 -0.61
C -1.21 -0.37 0.24
C 1.41 1.57 -0.28
```

Its HOMO energy (alpha / beta) is -4.681 / -11.225 eV. The frontier orbital gap (alpha / beta) comes out at 5.01 / 7.21 eV. For the total energy, the calculation gives -321.0961 hartree. The spin multiplicity is 3. The value obtained for the energy relative to the best compared isomer or geometry (same formula, charge and spin) is 51.40 kcal per mole. Its expectation value of S² is 2.01.